{
  "formula": "C6H10",
  "method": "the ωB97M-V functional and the def2-TZVPD basis",
  "homo_lumo_gap_ev": 8.28,
  "energy_ha": -234.44676,
  "e_above_lowest_kcal_mol": 97.7,
  "total_charge": 0,
  "species": ["C", "C", "C", "C", "C", "C", "H", "H", "H", "H", "H", "H", "H", "H", "H", "H"],
  "xyz": [[-0.790418, 2.010452, -0.152426], [-0.700731, 0.615992, 0.444292], [-0.695652, -2.073319, 0.105009], [0.669645, -1.648237, 0.117766], [1.115209, -0.679273, -0.979887], [0.642474, -0.077539, 0.278184], [-1.810537, 2.385285, -0.013666], [-0.096205, 2.720892, 0.308119], [-0.589796, 1.973507, -1.229129], [-0.942883, 0.632311, 1.515068], [-0.866118, -2.697908, 1.003349], [-1.452047, -0.015183, -0.031377], [1.449301, -2.121764, 0.716036], [0.456903, -0.630760, -1.842517], [2.181683, -0.655037, -1.192895], [1.429172, 0.260581, 0.954072]],
  "forces_ev_per_angstrom": [[0.1, 0.1, 0.0], [-0.1, 0.0, 0.0], [0.4, 0.0, 0.2], [-0.2, -0.4, 0.1], [0.0, 0.1, -0.1], [0.0, 0.3, 0.0], [0.2, 0.1, 0.0], [0.0, -0.1, -0.1], [0.0, 0.1, 0.2], [0.0, 0.1, -0.2], [0.2, -0.2, -0.2], [0.0, 0.2, 0.1], [-0.1, 0.1, -0.1], [0.1, -0.1, 0.1], [-0.2, 0.0, 0.1], [-0.2, -0.1, -0.1]],
  "nbo_charge": [-0.603, -0.429, -0.105, -0.406, -0.408, -0.110, 0.214, 0.200, 0.205, 0.203, 0.107, 0.248, 0.206, 0.233, 0.225, 0.222]
}